DFT (ωB97M-V with the def2-TZVPD basis set) results for a molecular structure, C25H40BFeN7Se at a distorted geometry.

Calculated values
Spin multiplicity = 5
Kohn-Sham gap (spin up / spin down) = 8.25 / 7.89 eV
Largest force on an atom = 2.1 eV Å⁻¹
HOMO (spin up / spin down) = -0.286 / -0.286 Ha

XYZ file:
```
75
Properties=species:S:1:pos:R:3:forces:R:3:mulliken_spin:R:1
Fe -0.0001 -0.7052 -1.1696 0.00 0.25 2.04 3.765
C -1.9146 -1.1750 3.9691 0.14 0.11 -0.04 -0.001
C -2.1466 -1.0467 2.5085 -0.31 -0.10 -0.19 0.005
C -3.2559 -1.4534 1.7944 0.26 0.13 0.04 0.013
C -2.9684 -1.1526 0.4604 0.11 0.00 0.15 0.028
N -1.7494 -0.6230 0.3802 0.20 -0.17 -1.06 0.010
N -1.2608 -0.5364 1.6321 -0.21 -0.07 0.53 0.000
B -0.0008 0.2903 1.9272 0.00 -0.22 -0.60 -0.116
N 1.2618 -0.5331 1.6337 0.21 -0.07 0.53 0.000
N 1.7486 -0.6232 0.3813 -0.21 -0.17 -1.06 0.010
C 2.9691 -1.1489 0.4615 -0.11 -0.01 0.16 0.028
C 3.2598 -1.4436 1.7963 -0.26 0.14 0.04 0.013
C 2.1504 -1.0371 2.5106 0.32 -0.11 -0.19 0.005
C 1.9219 -1.1590 3.9723 -0.14 0.12 -0.03 -0.001
C 3.8994 -1.3078 -0.7053 -0.07 -0.06 -0.22 -0.023
C 5.1944 -0.5436 -0.3923 -0.22 -0.08 -0.08 0.001
C 4.1787 -2.7972 -0.9291 -0.07 0.16 -0.01 0.001
C 3.2782 -0.7238 -1.9729 -0.06 -0.05 0.26 0.035
N -0.0015 1.5361 1.0063 0.00 0.31 0.51 0.034
N -0.0006 1.4425 -0.3292 0.00 -0.92 -1.46 0.036
C -0.0012 2.6652 -0.8445 0.00 -0.23 0.20 0.022
C -0.0023 3.5930 0.2018 0.00 -0.16 0.16 0.018
C -0.0025 2.8362 1.3620 0.00 0.20 -0.34 0.002
C -0.0034 3.3072 2.7699 0.00 -0.13 0.02 -0.001
C -0.0006 2.9244 -2.3272 0.00 -0.12 -0.06 -0.046
C 1.2550 3.7274 -2.6894 -0.16 -0.16 0.06 0.001
C 0.0003 1.6103 -3.1187 0.00 0.07 0.41 0.067
C -1.2566 3.7264 -2.6906 0.17 -0.16 0.06 0.001
C -3.8999 -1.3093 -0.7057 0.07 -0.06 -0.22 -0.023
C -5.1955 -0.5478 -0.3886 0.22 -0.08 -0.07 0.001
C -4.1776 -2.7983 -0.9336 0.06 0.16 -0.02 0.001
C -3.2809 -0.7207 -1.9723 0.06 -0.06 0.26 0.034
H -2.8209 -1.5439 4.4440 0.04 0.00 0.05 0.000
H -1.6402 -0.2179 4.4087 0.02 0.01 0.12 0.000
H -1.1056 -1.8816 4.1529 -0.02 -0.01 0.13 0.001
H -4.1407 -1.9007 2.1990 -0.20 -0.08 0.07 0.000
H -0.0020 0.6266 3.0562 0.00 0.11 0.39 0.000
H 4.1464 -1.8868 2.2012 0.21 -0.08 0.07 0.000
H 2.8293 -1.5262 4.4466 -0.04 0.00 0.05 0.000
H 1.1128 -1.8640 4.1616 0.02 -0.01 0.13 0.001
H 1.6495 -0.1997 4.4085 -0.02 0.01 0.12 0.000
H 5.6724 -0.9224 0.5064 0.07 -0.07 0.09 0.000
H 4.9694 0.5098 -0.2384 0.03 0.13 0.04 0.000
H 5.8955 -0.6283 -1.2193 0.10 -0.04 -0.12 0.000
H 4.5867 -3.2642 -0.0364 0.04 -0.05 0.09 0.000
H 4.8853 -2.9299 -1.7454 0.12 -0.03 -0.10 0.000
H 3.2512 -3.3021 -1.1905 -0.07 -0.16 0.01 0.000
H 3.1286 0.3481 -1.8570 -0.07 0.13 -0.06 -0.008
H 2.3141 -1.2065 -2.1715 0.09 -0.03 -0.18 0.005
H 3.9409 -0.9026 -2.8165 -0.03 0.00 -0.16 0.000
H -0.0030 4.6620 0.1275 0.00 0.21 0.05 0.000
H -0.0043 4.3944 2.7815 0.00 0.01 0.07 0.000
H 0.8796 2.9414 3.2926 0.00 0.06 0.11 0.000
H -0.8862 2.9399 3.2920 0.01 0.06 0.11 0.000
H 2.1494 3.1715 -2.4185 0.14 -0.06 0.00 0.000
H 1.2729 4.6701 -2.1506 0.01 0.16 0.02 0.000
H 1.2775 3.9291 -3.7582 0.02 0.07 -0.12 0.000
H 0.8962 1.0215 -2.8826 0.04 0.04 -0.13 -0.001
H 0.0006 1.8262 -4.1861 0.00 -0.14 -0.05 0.003
H -0.8955 1.0209 -2.8833 -0.04 0.04 -0.13 -0.001
H -1.2757 4.6691 -2.1518 -0.01 0.16 0.02 0.000
H -2.1507 3.1697 -2.4206 -0.14 -0.06 0.00 0.000
H -1.2782 3.9281 -3.7594 -0.02 0.07 -0.12 0.000
H -5.6714 -0.9298 0.5099 -0.07 -0.07 0.09 0.000
H -5.8978 -0.6312 -1.2146 -0.10 -0.04 -0.12 0.000
H -4.9717 0.5055 -0.2323 -0.03 0.13 0.04 0.000
H -4.5842 -3.2686 -0.0420 -0.04 -0.05 0.09 0.000
H -3.2498 -3.3013 -1.1975 0.07 -0.16 0.01 0.000
H -4.8848 -2.9295 -1.7497 -0.12 -0.03 -0.10 0.000
H -3.1323 0.3509 -1.8533 0.07 0.14 -0.06 -0.008
H -3.9446 -0.8976 -2.8156 0.03 0.00 -0.16 0.000
H -2.3165 -1.2018 -2.1735 -0.09 -0.03 -0.18 0.005
Se -0.0011 -5.1715 0.0246 0.00 -0.94 0.51 0.043
C -0.0011 -3.7280 -0.9170 0.00 0.74 -0.27 0.025
N -0.0010 -2.7256 -1.5314 0.00 1.46 -0.27 0.015
```
Forces are in eV/Å.